w.
C4H12N2S | ωB97M-V/def2-TZVPD

As for the charge: 0. Its SMILES is NCCNCCS. The highest occupied orbital energy comes out at -8.41 eV.

Each line ends with the Löwdin charge.
Atoms and positions in Å:
C  0.350  -1.380  1.673  -0.245
N  0.500  -0.951  0.317  -0.106
C  -0.641  -0.656  -0.600  -0.285
C  -0.047  0.336  -1.635  -0.560
S  -1.379  1.303  -2.457  0.666
C  1.142  -0.601  2.779  -0.290
N  1.466  0.722  2.315  -0.020
H  0.738  -2.409  1.731  0.104
H  -0.680  -1.542  1.994  0.104
H  1.095  -1.512  -0.276  0.107
H  -1.042  -1.556  -1.065  0.103
H  -1.408  -0.150  0.004  0.101
H  0.318  -0.308  -2.449  0.054
H  0.870  0.759  -1.237  0.076
H  -1.775  0.221  -3.146  -0.146
H  2.012  -1.212  3.009  0.094
H  0.491  -0.734  3.677  0.103
H  0.634  1.320  2.315  0.073
H  1.953  1.321  2.988  0.067

***

x.
C4H12N2S | ωB97M-V/def2-TZVPD

As for the charge: 0. Its SMILES is CN[C@H](CN)CS. The highest occupied orbital energy comes out at -8.67 eV.

Each line ends with the Löwdin charge.
Atoms and positions in Å:
C  0.993  0.916  -1.932  -0.117
N  0.214  1.489  -0.795  -0.097
C  -0.377  0.600  0.205  -0.406
C  -1.414  -0.403  -0.468  -0.500
S  -2.934  -0.942  0.492  0.646
C  0.685  -0.351  0.781  -0.262
N  0.167  -1.062  2.045  -0.017
H  1.935  0.324  -1.825  0.089
H  0.363  0.228  -2.239  0.000
H  1.234  1.736  -2.596  0.082
H  0.904  2.159  -0.327  0.129
H  -0.907  1.084  1.046  0.132
H  -1.580  0.015  -1.530  0.102
H  -0.921  -1.370  -0.504  0.030
H  -2.124  -1.433  1.452  -0.170
H  1.704  0.120  0.956  0.120
H  0.896  -1.185  0.083  0.102
H  0.147  -0.355  2.780  0.060
H  1.016  -1.572  2.375  0.076

***

y.
C4H12N2S | ωB97M-V/def2-TZVPD

As for the charge: 0. The highest occupied orbital energy comes out at -7.62 eV.

Each line ends with the Löwdin charge.
Atoms and positions in Å:
C  -0.261  0.592  -2.469  -0.061
C  -0.141  0.414  -1.003  -0.497
C  0.753  1.369  -0.135  -0.615
S  -0.033  1.532  1.482  0.415
N  0.093  -0.992  -0.628  -0.001
C  -0.534  -1.661  0.524  -0.363
N  0.388  -2.624  1.052  0.009
H  -1.038  0.067  -2.974  0.072
H  -0.318  1.643  -2.775  0.089
H  0.738  0.264  -2.904  0.121
H  -1.180  0.690  -0.462  -0.010
H  1.784  0.992  -0.092  0.084
H  0.845  2.309  -0.715  0.062
H  -2.120  0.510  -0.263  0.288
H  -0.174  -1.675  -1.377  0.136
H  -0.826  -0.968  1.213  0.009
H  -1.438  -2.248  0.394  0.117
H  0.877  -3.070  0.302  0.051
H  1.115  -1.992  1.470  0.093

***

Of them, the most stable is w and the least stable is y.

***

w.
C4H12N2S | ωB97M-V/def2-TZVPD

As for the charge: 0. Its SMILES is CN[C@H](CN)CS. The highest occupied orbital energy comes out at -8.75 eV.

Each line ends with the Löwdin charge.
Atoms and positions in Å:
C  -2.236  -0.517  0.100  -0.152
N  -1.360  0.445  0.740  -0.083
C  0.061  0.302  0.446  -0.437
C  0.495  -1.173  0.463  -0.540
S  2.229  -1.555  0.809  0.720
C  0.460  1.090  -0.778  -0.268
N  1.900  1.140  -1.020  -0.005
H  -2.063  -0.706  -0.965  0.077
H  -2.267  -1.474  0.638  0.074
H  -3.282  -0.211  0.234  0.081
H  -1.670  1.382  0.512  0.102
H  0.625  0.692  1.303  0.126
H  -0.130  -1.667  1.194  0.062
H  0.332  -1.720  -0.468  0.071
H  2.349  -0.935  1.991  -0.136
H  0.228  2.149  -0.631  0.114
H  -0.159  0.751  -1.624  0.112
H  2.339  0.244  -1.172  0.016
H  2.150  1.762  -1.774  0.063

***

x.
C4H12N2S | ωB97M-V/def2-TZVPD

As for the charge: 0. The highest occupied orbital energy comes out at -7.25 eV.

Each line ends with the Löwdin charge.
Atoms and positions in Å:
N  1.100  -1.245  1.959  0.030
C  -0.040  1.108  -1.387  -0.191
C  0.500  0.358  -2.332  0.004
S  3.287  0.609  -0.064  0.184
C  -1.294  0.839  -0.622  -0.257
N  -1.361  -0.429  -0.016  0.072
C  -2.085  -0.457  1.190  -0.132
H  0.374  -1.100  1.266  -0.044
H  1.247  -2.252  1.965  0.018
H  0.636  1.816  -0.909  0.073
H  1.575  0.356  -2.428  0.021
H  0.006  -0.352  -2.982  0.064
H  4.453  0.505  -0.716  -0.354
H  -2.194  0.969  -1.265  0.173
H  -1.417  1.600  0.159  0.128
H  1.963  -0.889  1.547  -0.094
H  -1.403  -0.163  2.012  0.116
H  -2.396  -1.476  1.395  0.091
H  -2.952  0.204  1.231  0.098

***

Of them, the most stable is w and the least stable is x.

***

w.
C4H12N2S | ωB97M-V/def2-TZVPD

As for the charge: 0. The highest occupied orbital energy comes out at -7.36 eV.

Each line ends with the Löwdin charge.
Atoms and positions in Å:
N  -2.799  -0.466  0.392  -0.038
C  0.507  0.928  -0.644  -0.190
C  0.827  2.126  -1.301  0.011
S  -2.209  1.116  -2.593  0.319
C  1.473  0.087  0.204  -0.253
N  0.673  -0.748  1.071  0.050
C  1.479  -1.495  2.042  -0.152
H  -1.954  -0.969  0.580  -0.061
H  -2.806  -0.121  -0.600  -0.112
H  -0.478  0.398  -0.795  0.021
H  0.154  2.380  -2.115  -0.012
H  1.705  2.738  -1.011  0.062
H  -2.336  0.047  -3.352  -0.328
H  2.119  0.764  0.895  0.175
H  2.204  -0.526  -0.441  0.163
H  -3.727  -0.982  0.651  0.049
H  0.785  -2.149  2.592  0.067
H  2.142  -0.982  2.903  0.135
H  2.240  -2.144  1.523  0.095

***

x.
C4H12N2S | ωB97M-V/def2-TZVPD

As for the charge: 0. Its SMILES is CNC[C@H](N)CS. The highest occupied orbital energy comes out at -8.34 eV.

Each line ends with the Löwdin charge.
Atoms and positions in Å:
N  0.394  -1.486  0.436  0.047
C  -0.527  -0.383  0.427  -0.534
C  -1.963  -0.818  0.181  -0.511
S  -2.522  -1.868  1.586  0.688
C  -0.069  0.709  -0.545  -0.224
N  1.195  1.273  -0.171  -0.142
C  2.366  1.251  -1.014  -0.124
H  1.336  -1.154  0.268  0.062
H  0.423  -1.940  1.342  0.067
H  -0.589  0.142  1.402  0.123
H  -2.060  -1.391  -0.746  0.078
H  -2.597  0.066  0.226  0.070
H  -3.757  -1.373  1.664  -0.165
H  -0.006  0.258  -1.551  0.130
H  -0.859  1.462  -0.605  0.110
H  1.244  1.560  0.793  0.114
H  3.033  0.405  -0.794  0.065
H  2.023  1.124  -2.036  0.076
H  2.938  2.162  -0.863  0.071

***

y.
C4H12N2S | ωB97M-V/def2-TZVPD

As for the charge: 0. Its SMILES is CN[C@H](CN)CS. The highest occupied orbital energy comes out at -8.40 eV.

Each line ends with the Löwdin charge.
Atoms and positions in Å:
C  0.115  1.879  -1.454  -0.172
N  0.728  1.353  -0.235  -0.109
C  0.322  0.030  0.271  -0.445
C  -0.641  0.201  1.505  -0.402
S  -0.362  -1.176  2.864  0.628
C  -0.223  -0.971  -0.756  -0.278
N  -0.308  -2.303  -0.156  0.010
H  0.315  3.005  -1.683  0.100
H  0.370  1.454  -2.472  0.084
H  -0.929  1.910  -1.317  0.050
H  1.774  1.304  -0.485  0.135
H  1.353  -0.367  0.654  0.150
H  -0.276  1.106  1.976  0.051
H  -1.758  -0.002  1.222  0.099
H  0.559  -0.459  3.412  -0.217
H  0.338  -0.966  -1.664  0.092
H  -1.091  -0.450  -1.124  0.099
H  0.598  -2.605  0.122  0.056
H  -0.883  -2.942  -0.679  0.069

***

z.
C4H12N2S | ωB97M-V/def2-TZVPD

As for the charge: 0. Its SMILES is NCCNCCS. The highest occupied orbital energy comes out at -8.49 eV.

Each line ends with the Löwdin charge.
Atoms and positions in Å:
C  1.334  0.806  0.362  -0.216
N  0.112  1.197  -0.405  -0.099
C  -1.272  0.756  -0.548  -0.305
C  -1.601  0.003  0.799  -0.542
S  -3.240  -0.718  0.494  0.685
C  1.909  -0.585  0.052  -0.286
N  1.597  -0.970  -1.344  -0.009
H  1.251  1.053  1.435  0.111
H  2.088  1.513  -0.019  0.110
H  0.520  1.370  -1.311  0.088
H  -1.989  1.561  -0.762  0.102
H  -1.437  0.077  -1.391  0.086
H  -1.691  0.578  1.718  0.069
H  -0.849  -0.753  0.979  0.047
H  -3.769  -0.922  1.717  -0.157
H  1.475  -1.370  0.694  0.096
H  2.967  -0.475  0.263  0.099
H  1.987  -1.915  -1.431  0.070
H  0.607  -1.207  -1.301  0.051

***

Of them, the most stable is x and the least stable is w.

***

w.
C15H19NO4S | ωB97M-V/def2-TZVPD

As for the charge: 0. Its SMILES is O=C(CSc1ccc2c(c1)OCCO2)NC[C@@H]1CCCO1. The highest occupied orbital energy comes out at -7.69 eV.

Each line ends with the Löwdin charge.
Atoms and positions in Å:
O  -1.683  -1.533  -2.158  0.103
C  -1.394  -0.596  -1.509  -0.709
N  -1.580  -0.518  -0.206  0.139
H  -1.562  0.207  0.331  0.005
C  -2.293  -1.903  0.366  0.084
H  -1.720  -2.101  1.399  0.160
H  -2.496  -2.681  -0.021  -0.017
C  -3.720  -1.329  0.957  -0.281
C  -4.730  -0.846  -0.106  -0.008
H  -5.618  -1.370  0.129  0.104
C  -4.808  0.840  0.232  -0.029
H  -4.069  1.250  -0.447  0.112
C  -4.454  0.554  1.600  -0.416
H  -5.377  0.639  2.321  0.147
O  -3.536  -0.287  1.864  -0.044
H  -4.121  1.659  2.150  0.174
H  -5.676  0.902  -0.008  -0.001
H  -4.359  -1.186  -0.924  0.035
H  -3.996  -2.112  1.556  0.109
C  -1.097  0.794  -1.960  -0.398
H  -0.341  0.566  -2.916  0.158
H  -2.033  1.319  -2.421  0.111
S  -0.485  2.092  -0.824  0.955
C  1.030  1.395  -0.186  -0.557
C  1.517  0.228  -0.871  0.099
C  2.847  -0.343  -0.186  -0.391
C  3.578  0.310  0.574  -0.266
C  3.167  1.953  0.793  0.171
C  1.828  2.182  0.468  -0.216
H  1.602  3.185  0.618  0.081
H  3.781  2.558  1.343  0.063
O  4.747  0.076  0.960  0.010
C  4.991  -1.257  1.091  -0.142
C  4.510  -1.995  -0.303  -0.007
H  4.643  -3.015  -0.316  0.083
O  3.198  -1.437  -0.455  0.028
H  5.145  -1.381  -1.249  0.206
H  6.018  -1.455  1.526  0.144
H  4.341  -1.718  1.881  0.138
H  0.814  -0.524  -1.089  0.061

***

x.
C15H19NO4S | ωB97M-V/def2-TZVPD

As for the charge: 0. Its SMILES is O=S(=O)(N[C@@H]1C[C@@H]2CC[C@H]1C2)c1ccc2c(c1)OCCO2. The highest occupied orbital energy comes out at -8.93 eV.

Each line ends with the Löwdin charge.
Atoms and positions in Å:
O  3.679  -1.447  1.318  -0.312
O  2.650  -2.007  3.402  -0.328
O  -2.564  -3.396  -0.593  -0.024
O  -2.622  -2.272  2.071  -0.031
C  -0.193  -3.070  -0.574  0.008
C  1.025  -2.632  0.007  -0.043
C  -0.254  -2.132  2.029  0.002
C  -1.408  -3.051  0.087  -0.178
C  -1.424  -2.536  1.425  -0.176
C  0.957  -2.126  1.326  -0.265
N  2.064  0.245  2.485  -0.076
C  -3.732  -3.492  0.257  -0.138
C  -3.794  -2.355  1.259  -0.149
C  -0.256  2.546  0.656  -0.147
C  2.055  2.660  1.684  -0.093
C  -0.056  1.025  0.477  -0.122
C  1.652  2.264  -0.626  -0.118
C  2.327  1.195  1.367  -0.328
C  1.164  3.110  0.520  -0.303
C  1.462  0.979  0.131  -0.287
S  2.442  -1.400  2.100  0.700
H  -0.193  -3.420  -1.602  0.123
H  1.991  -2.678  -0.539  0.127
H  -0.372  -1.737  3.035  0.141
H  2.545  0.475  3.377  0.124
H  -3.716  -4.463  0.798  0.142
H  -4.663  -3.480  -0.334  0.136
H  -3.891  -1.378  0.718  0.148
H  -4.668  -2.552  1.885  0.133
H  -0.915  2.946  -0.114  0.109
H  -0.686  2.768  1.649  0.116
H  1.545  2.838  2.626  0.116
H  2.957  3.250  1.744  0.112
H  -0.403  0.529  1.374  0.091
H  -0.628  0.644  -0.389  0.120
H  2.691  2.430  -0.895  0.128
H  0.983  2.273  -1.497  0.134
H  3.384  1.071  1.027  0.147
H  1.118  4.173  0.379  0.132
H  1.728  0.086  -0.451  0.134

***

Of them, the most stable is x and the least stable is w.